Record 1
This record from OMol25 describes 9 unconnected molecules or ions with the total composition C15H40F24N5O5P4 at a distorted geometry. The level of theory is wB97M-V/def2-TZVPD.

Geometry as XYZ:
```
93
Properties=species:S:1:pos:R:3:forces:R:3
C -2.33355 3.07514 -3.05951 1.0 -0.5 1.0
C -2.32754 1.59866 -3.24071 -2.6 -1.3 2.4
O -2.80692 0.75276 -2.50792 1.5 1.8 -1.6
N -1.99378 1.11589 -4.59491 3.1 0.2 -1.5
H -2.13241 0.11547 -4.58859 -0.5 -0.4 -0.1
H -2.59729 1.62583 -5.22405 -0.5 -0.2 -0.5
C -0.50273 1.32905 -5.11141 0.0 0.0 1.1
H -3.32464 3.50721 -3.19794 0.0 -0.1 -0.4
H -1.51901 3.54821 -3.60799 -0.3 0.3 -0.1
H -2.13283 3.18016 -1.99331 0.1 0.4 0.1
H -0.23988 0.70611 -5.96636 -0.8 0.1 -0.1
H 0.16374 0.99749 -4.31518 -0.3 0.1 0.3
H -0.27542 2.37635 -5.31042 -0.5 -0.1 0.0
C -7.36129 -1.20758 3.78519 0.6 1.0 -1.5
C -6.84055 -1.10582 2.31230 -2.9 -1.2 -0.5
O -7.60582 -1.10214 1.37160 2.2 0.4 1.5
N -5.33047 -1.16821 2.04065 -1.6 0.7 -0.5
H -4.79738 -0.86799 2.84425 0.7 -0.1 0.6
H -5.14993 -2.13455 1.80893 0.6 -0.7 0.0
C -4.93332 -0.31372 0.83958 -0.2 -1.2 0.8
H -7.15487 -0.21031 4.17371 0.7 -0.2 0.8
H -6.95422 -2.06605 4.31944 0.3 0.4 0.2
H -8.45018 -1.20467 3.83443 0.1 -0.5 -0.7
H -5.15572 0.68689 1.21026 0.3 0.1 -0.9
H -5.51363 -0.72881 0.01554 -0.2 0.7 0.1
H -3.89527 -0.58678 0.64990 0.0 0.7 0.2
C 2.32691 -2.58245 -3.58527 -0.9 1.4 0.1
C 0.83859 -2.34592 -3.82700 -1.9 5.2 1.1
O 0.10577 -1.31998 -3.60650 3.7 -5.7 -1.4
N 0.29753 -3.49998 -4.61677 -1.5 -0.7 1.9
H 0.40133 -3.33820 -5.60831 -0.5 0.3 -0.5
H 0.98786 -4.20405 -4.39807 0.0 -0.9 -0.1
C -1.10114 -3.94915 -4.07489 -0.4 -0.4 -1.2
H 2.74066 -1.60062 -3.35522 0.2 -0.2 0.1
H 2.74237 -2.97509 -4.51335 0.2 0.0 -0.1
H 2.58845 -3.25712 -2.77009 -0.4 -0.1 0.3
H -0.99876 -4.55384 -3.17380 0.3 0.9 0.5
H -1.60738 -4.64543 -4.74350 0.6 0.0 -0.6
H -1.77069 -3.08949 -4.04686 0.5 0.1 0.7
C 0.09256 -0.62846 -0.10640 0.2 0.2 0.5
C 0.66235 0.76186 -0.40906 -0.7 -2.0 -1.7
O 0.71481 1.13263 -1.57733 0.5 0.6 2.8
N 0.91073 1.69834 0.79929 0.2 0.5 -2.7
H 0.59218 2.57481 0.41146 -0.3 1.1 0.1
H 0.25992 1.44906 1.53031 -0.3 -0.4 0.9
C 2.28220 1.89160 1.35693 0.3 -2.4 0.4
H 0.36406 -1.14048 0.81676 0.1 0.7 0.1
H 0.25887 -1.37666 -0.88141 0.3 0.6 -0.3
H -0.98904 -0.50179 -0.05965 -0.1 0.2 0.1
H 2.48792 0.84534 1.58301 0.8 0.0 0.5
H 2.26811 2.44606 2.29526 -0.4 0.2 -0.4
H 3.07576 2.20095 0.67674 -0.8 0.4 -0.3
C 5.88413 0.24998 3.53347 -0.4 1.7 -0.3
C 6.22877 1.23745 2.42126 -3.2 -1.1 -4.1
O 5.50456 1.48790 1.43898 3.2 -0.3 4.1
N 7.69245 1.69136 2.35569 -1.2 -0.1 -0.3
H 8.12745 0.95190 2.88868 0.9 0.4 0.9
H 8.03771 1.53065 1.42023 -0.2 0.3 -0.8
C 7.82893 3.12033 2.76739 1.6 0.7 0.1
H 6.06390 -0.77895 3.22190 -0.1 0.0 -0.3
H 4.81848 0.45815 3.62912 -0.1 -0.7 0.2
H 6.35351 0.44896 4.49690 0.2 0.1 -0.1
H 7.24661 3.81990 2.16772 -1.1 -0.7 0.3
H 8.80306 3.51171 2.47416 0.5 -0.7 0.3
H 7.75780 3.19190 3.85271 -0.5 0.2 -0.3
P -2.71445 -3.33169 -0.37187 1.0 -0.7 2.0
F -2.23577 -2.46004 0.94157 -0.4 0.1 -1.4
F -2.41873 -2.10024 -1.39220 0.8 0.2 0.0
F -1.21716 -3.94650 -0.55668 -0.1 0.7 0.2
F -3.14326 -4.22519 -1.60039 -0.6 -0.9 -1.3
F -3.12575 -4.50755 0.67476 0.1 0.1 -0.5
F -4.21240 -2.75474 -0.28988 -1.0 0.3 0.6
P -1.56773 0.50326 3.34400 0.9 -1.2 0.8
F -0.74425 -0.79696 2.78715 -0.8 -0.2 0.2
F -1.86038 0.90079 1.80737 0.2 0.5 -0.5
F -2.96091 -0.35373 3.34159 -0.5 -0.1 0.0
F -2.38062 1.85177 3.80449 1.2 -1.2 -0.1
F -1.30219 -0.00893 4.85407 -0.2 1.0 -0.5
F -0.06082 1.20998 3.29531 -1.1 1.1 0.2
P -0.36860 5.12052 0.74844 2.3 2.2 2.6
F -1.28172 5.28811 -0.53850 -0.4 -1.0 -0.8
F -1.35431 6.08325 1.56777 -0.3 -1.1 -0.1
F -1.00002 3.66019 1.10669 -0.9 0.9 0.1
F 0.55593 5.01446 2.20074 -0.8 -0.1 -1.9
F 0.80716 4.27645 0.00300 0.3 -0.8 -0.9
F 0.48510 6.42290 0.24130 -0.2 -0.1 0.6
P 3.19109 -2.66826 0.97289 0.2 -1.3 0.1
F 4.24312 -2.43881 2.20988 0.2 -0.2 -0.1
F 2.50614 -3.91904 1.67758 0.1 0.2 0.5
F 2.22172 -1.63127 1.72283 -0.8 -0.1 -0.2
F 2.12436 -2.93973 -0.31305 0.8 0.9 0.5
F 3.82825 -1.40059 0.21292 0.3 0.2 -0.8
F 4.27179 -3.68057 0.27629 -0.3 0.7 -0.2
```
Forces are in eV/Å.

Values from the calculation:
Total charge ... +1
E_tot ... -136278.6364 eV
Lowest unoccupied orbital energy ... -3.906 eV
Kohn-Sham gap ... 0.319 Eh
Relative energy (zero: lowest compared OMol25 entry of this formula, charge and spin) ... 2.8857 eV



Record 2
This record from OMol25 describes C2H4ClPS in the gas phase at a distorted geometry. The level of theory is wB97M-V/def2-TZVPD.

Geometry as XYZ:
```
9
Properties=species:S:1:pos:R:3:forces:R:3
C 1.76042 0.41900 -0.34360 -0.8 0.6 2.2
C -1.74623 -0.20826 0.67850 1.8 0.0 -1.0
P -0.05021 -0.25758 -0.06190 -0.2 -0.5 0.0
S 3.05456 -0.29277 0.30872 -0.4 -0.1 -0.6
Cl -2.85069 0.42543 -0.50262 -0.6 0.5 0.0
H 1.76717 1.50654 -0.45289 0.2 -0.1 -0.7
H -1.91227 0.22329 1.65458 0.1 0.1 0.2
H -0.37442 -0.24987 -1.40202 -0.4 -0.1 -0.4
H 0.35168 -1.56577 0.12123 0.3 -0.4 0.4
```
Forces are in eV/Å.

Values from the calculation:
SMILES ... S=C[PH2]=CCl
E_tot ... -34781.0307 eV
Lowest unoccupied orbital energy ... -1.525 eV
Kohn-Sham gap ... 0.232 Eh
Relative energy (zero: lowest compared OMol25 entry of this formula, charge and spin) ... 2.9440 eV



Record 3
This record from OMol25 describes C12H14N2 in the gas phase at a distorted geometry. The level of theory is wB97M-V/def2-TZVPD.

Geometry as XYZ:
```
28
Properties=species:S:1:pos:R:3:forces:R:3
C -2.48640 -1.16807 1.31545 0.8 2.6 1.7
C -1.77769 -1.76478 0.10319 0.8 -0.6 -0.7
C -1.24841 -0.76093 -0.98243 -1.5 -2.0 -1.0
C -0.18551 0.21039 -0.65242 -1.3 1.3 1.6
C -0.69331 1.45014 -0.22132 1.0 0.1 -0.6
C 0.12794 2.50537 0.21443 4.3 -1.6 -1.7
C 1.55927 2.28980 0.15183 -3.5 1.9 1.1
C 2.00829 0.99840 -0.03183 2.2 -1.9 0.8
C 3.32247 0.59830 0.41231 1.2 -1.0 -0.9
C 2.99519 -1.61350 -0.15613 0.3 0.8 0.1
C 1.68640 -1.38592 -0.48909 -0.9 -0.9 -1.6
C 1.18929 -0.07350 -0.43322 -1.5 0.7 0.4
H -2.52934 -1.88572 2.16044 -0.9 0.2 -0.7
H -1.70467 -0.42571 1.82689 -1.5 -1.1 -1.3
H -3.46619 -0.47405 1.17843 2.1 -2.1 0.1
H -2.35621 -2.50296 -0.54973 0.3 0.8 1.4
H -0.82699 -2.31952 0.41538 -1.5 0.5 0.1
H -2.20843 -0.33799 -1.47138 1.9 -0.4 0.3
H -0.86515 -1.54231 -1.64467 0.0 0.6 -0.8
H -2.13248 2.75127 -0.93379 -0.4 -3.8 2.1
H -2.65208 0.94171 -0.41693 0.8 2.5 -0.4
H -0.30843 3.46085 0.25470 -0.3 1.2 0.6
H 2.24388 3.09970 0.43252 -0.2 -0.4 -0.2
H 4.02022 1.39138 0.75283 -0.5 -0.6 0.0
H 3.55931 -2.50552 -0.26755 -0.4 -1.2 -0.2
H 0.90877 -2.07777 -1.00237 2.1 0.5 1.3
N -2.02702 1.79355 -0.30458 -1.7 1.5 -1.6
N 3.84727 -0.65263 0.33901 -2.0 2.5 0.0
```
Forces are in eV/Å.

Values from the calculation:
SMILES ... CCCc1c(N)ccc2cnccc12
E_tot ... -15649.2290 eV
Lowest unoccupied orbital energy ... 0.239 eV
Kohn-Sham gap ... 0.302 Eh
Relative energy (zero: lowest compared OMol25 entry of this formula, charge and spin) ... 2.7910 eV